Record 1
{"formula": "C64H132O38P6", "method": "ωB97M-V/def2-TZVPD", "elements": ["P", "P", "P", "P", "P", "P", "O", "O", "O", "O", "O", "O", "O", "O", "O", "O", "O", "O", "O", "O", "O", "O", "O", "O", "O", "O", "O", "O", "O", "O", "O", "O", "O", "O", "O", "O", "O", "O", "O", "O", "O", "O", "O", "O", "C", "C", "C", "C", "C", "C", "C", "C", "C", "C", "C", "C", "C", "C", "C", "C", "C", "C", "C", "C", "C", "C", "C", "C", "C", "C", "C", "C", "C", "C", "C", "C", "C", "C", "C", "C", "C", "C", "C", "C", "C", "C", "C", "C", "C", "C", "C", "C", "C", "C", "C", "C", "C", "C", "C", "C", "C", "C", "C", "C", "C", "C", "C", "C", "H", "H", "H", "H", "H", "H", "H", "H", "H", "H", "H", "H", "H", "H", "H", "H", "H", "H", "H", "H", "H", "H", "H", "H", "H", "H", "H", "H", "H", "H", "H", "H", "H", "H", "H", "H", "H", "H", "H", "H", "H", "H", "H", "H", "H", "H", "H", "H", "H", "H", "H", "H", "H", "H", "H", "H", "H", "H", "H", "H", "H", "H", "H", "H", "H", "H", "H", "H", "H", "H", "H", "H", "H", "H", "H", "H", "H", "H", "H", "H", "H", "H", "H", "H", "H", "H", "H", "H", "H", "H", "H", "H", "H", "H", "H", "H", "H", "H", "H", "H", "H", "H", "H", "H", "H", "H", "H", "H", "H", "H", "H", "H", "H", "H", "H", "H", "H", "H", "H", "H", "H", "H", "H", "H", "H", "H", "H", "H", "H", "H", "H", "H"], "positions_angstrom": [[4.62290, -2.91798, -1.15966], [3.43112, -0.19480, 5.54801], [-6.25338, -0.03176, 4.68096], [0.83106, 0.93212, -1.38995], [1.69115, 0.33958, -7.08388], [-1.22029, 4.28093, 5.50363], [1.31749, -1.00759, -6.61703], [2.89354, -0.00736, 4.07280], [-0.98332, 2.86222, 5.22826], [-2.34341, -6.56811, -7.27730], [-3.47137, -2.60732, 3.54702], [-4.69768, 1.55289, -0.20764], [0.35514, 0.76030, 0.07191], [2.09700, -0.79868, 6.23810], [-1.62870, -4.49373, 1.41600], [-4.66624, 0.05030, 4.36295], [-6.36472, -1.39234, 5.45367], [1.63528, -4.50080, -4.80034], [2.28903, 0.77783, -1.53752], [-2.27109, 4.69363, 6.57102], [-2.29686, -1.49797, 2.00071], [3.19190, 0.65202, -6.78585], [6.11167, 1.17087, 0.23949], [-0.11659, -4.09555, -6.18662], [0.16109, -3.47242, 0.62172], [3.51649, -3.92429, -1.47260], [4.17612, -1.73745, -2.06112], [-6.86548, 1.16254, 5.25027], [-5.58936, 3.12069, -1.60827], [1.57293, 0.54691, -8.63106], [-2.39501, 4.25312, -1.11927], [-6.87944, -0.64579, 3.36363], [0.12830, 2.29986, -1.79854], [0.82814, 1.48988, -6.52677], [4.41494, -2.32982, 0.27295], [-2.81697, 4.25772, -3.33045], [0.00365, 5.14572, 5.81080], [3.49607, 1.27425, 6.10850], [5.97077, -3.49000, -1.26516], [-0.02798, -0.11307, -2.26214], [-2.07290, 4.88475, 4.26827], [4.62890, -1.02500, 5.61529], [-0.57363, -7.46442, -6.35440], [5.73107, 3.28963, 0.94607], [5.77114, 0.38603, -0.88084], [-2.29031, 6.30158, 4.16785], [5.55296, 1.27282, -2.03737], [-2.72275, 2.69276, 8.07063], [0.41079, 1.38488, -5.18088], [5.47268, -3.37905, 2.14873], [2.39747, 4.26714, 5.68619], [0.10965, -3.69868, 2.95214], [-4.12452, 1.36296, -2.54722], [3.78364, 2.69673, -5.61947], [-2.03898, -6.42135, -4.89579], [-2.97421, 6.66128, 2.88556], [3.16855, 0.84356, 1.80677], [-0.29474, -3.71782, -7.58237], [5.53498, -2.22058, 1.22396], [1.09597, -2.52883, 2.63956], [-3.97654, 1.37869, 4.37610], [0.41448, 0.03607, -9.43770], [-3.82307, 0.43871, -0.36491], [0.97554, -0.38387, -10.78086], [-3.18537, -2.25986, 2.29219], [3.60196, 2.02074, -6.96307], [1.03877, 0.16510, 6.39061], [-0.25499, -0.56471, 6.08788], [-2.26577, 4.18077, 7.88524], [-0.72204, -6.58381, -4.19074], [-3.18211, 0.52489, -1.73554], [1.87489, -4.74402, -7.18012], [-0.47449, 1.30072, 2.28516], [5.67211, 2.45256, 0.05967], [-7.74523, -0.42240, 1.15399], [-4.01342, -3.11388, 1.36254], [1.34928, 4.32835, -1.38022], [-3.77382, 5.93750, -1.84061], [-4.64386, -3.56221, 3.61065], [0.82593, -4.40522, -8.31520], [-4.71557, -4.19574, 2.21055], [5.07770, 2.57666, -1.31958], [-0.29091, -2.25394, -3.31766], [1.22222, 5.14932, 5.10634], [0.17524, -7.45538, -5.07411], [0.87589, 3.34257, -2.39137], [4.78138, 1.60352, 6.80828], [1.39146, -2.83906, 1.11256], [3.69404, -1.88964, -3.42349], [-2.88342, 4.78422, -2.27694], [-1.71824, -6.77846, -6.33699], [-5.79876, -1.67967, 6.73884], [-4.92887, 2.12788, -1.45384], [1.15258, -4.35596, -5.89435], [3.55300, -5.34197, -1.27613], [3.44736, 1.08565, 3.25988], [5.65673, 2.35230, 5.88204], [-2.73795, 4.98041, 0.02584], [4.74586, -2.00534, -4.45365], [-0.25722, 1.83768, 0.85816], [-3.26688, 6.33020, -0.48934], [-4.01241, 1.91263, 2.99620], [0.06721, -1.53268, -2.05899], [-7.51458, 0.31981, 2.47519], [-4.66095, -0.73312, 7.15123], [-0.56965, -3.95786, 1.56993], [-0.95900, 1.04131, -5.06709], [4.04385, -5.96462, -2.58209], [5.32477, -1.06274, -4.60948], [0.68141, -4.59215, 3.29437], [-2.13845, 2.04012, 7.46613], [-1.21158, 4.40994, 8.34127], [1.29493, -3.69837, -9.04475], [-4.81374, -2.64297, 0.84165], [-0.05682, -0.78690, -8.88818], [1.13749, 0.86635, 5.60044], [4.39845, 2.24758, 7.66415], [-0.12824, -1.08000, 5.18737], [4.17631, -2.30492, -5.34419], [-3.19842, -3.52076, 0.69783], [-3.06057, 4.74127, 8.45650], [1.08402, -1.79610, -1.71327], [0.93973, 0.59513, -4.67973], [-0.70562, -3.42322, 3.62441], [2.53724, 4.56406, 6.77022], [-4.50839, -0.98090, 8.23769], [-4.81536, 0.74085, -3.19286], [-4.45199, -0.39146, -0.29201], [5.08644, 3.23103, 5.45807], [-1.14566, -0.02515, -5.32961], [-5.11520, 2.04666, 2.77734], [-5.39541, -2.68371, 6.63130], [-3.76540, 6.70162, -2.56190], [4.79176, 0.78547, -2.64766], [-1.15800, 2.11270, 0.42583], [6.52715, -2.11997, 0.71659], [-1.11246, 2.00666, 2.86994], [4.84162, -0.19590, -0.64305], [-2.97077, 1.10753, 4.69971], [-0.89258, 0.32046, 2.30997], [-1.26212, -1.93417, -3.76974], [2.20455, 4.73782, -1.97564], [6.36118, 1.42937, -2.81247], [2.39294, -5.74166, -7.06744], [5.10964, -5.61479, -2.68249], [1.62460, -1.17345, -10.65947], [0.22686, 3.84924, -3.14253], [3.33125, 4.51446, 5.16299], [-5.55821, -2.99799, 3.88300], [0.46862, 1.18660, 2.83479], [-0.52120, -1.83911, -1.19291], [-3.67268, 2.05579, -3.24428], [4.49803, -3.35634, 2.68066], [3.10093, -2.71431, -3.45105], [-1.52452, 1.74105, -5.69772], [0.59440, 5.10775, -1.25278], [-3.54140, 7.60779, 2.95695], [3.11403, 2.06352, 3.67657], [-2.55071, -5.44051, -4.85957], [6.66653, -0.22166, -0.93677], [2.10657, 0.83257, 1.61632], [2.89343, 3.14436, -5.30396], [-1.78767, 5.06769, 0.57154], [-3.69203, -0.88000, 6.60690], [-3.52869, 4.40115, 0.48317], [5.90044, 1.65138, 5.05893], [1.49119, 0.50448, -11.18990], [-0.26517, -2.60407, -7.68894], [3.99246, 2.71198, -1.27658], [0.20771, -8.47040, -4.80945], [4.53418, 1.89538, -7.50037], [-5.02219, 0.33563, 7.04982], [2.66437, -4.07413, -7.42997], [3.47374, 1.77509, 1.23268], [4.61184, 3.39354, -5.65188], [2.20634, 3.24030, 5.53956], [2.81371, 2.49491, -7.60560], [-0.30157, 0.90839, -9.45102], [-2.54878, 7.12215, -0.44606], [-8.05269, 0.32302, 0.37280], [1.78351, 2.98684, -2.91310], [0.47682, -5.34402, -8.76161], [3.05224, -1.06744, -3.65616], [4.04366, -7.06635, -2.46173], [1.91974, -2.56450, 3.31430], [0.41014, -2.10402, -4.14736], [-4.43398, -4.14623, 4.47045], [-0.84427, -7.04189, -3.16030], [3.73695, 0.05039, 1.37762], [-2.69821, -7.29039, -4.58676], [-1.10665, 0.13102, 5.89617], [-5.70868, -4.45829, 1.87867], [2.14025, -3.56085, 0.91422], [4.04560, 1.95748, -4.81149], [-3.61145, 2.94180, 2.74749], [-4.04589, 6.62117, 0.17249], [-0.22903, -3.34193, -3.08001], [1.11132, 4.80404, 4.06806], [4.55354, 1.08227, 3.44342], [2.55280, -5.70174, -1.01180], [0.65803, 2.34250, -4.74062], [-4.47997, 2.00812, 5.07645], [5.61017, -4.27961, 1.61109], [6.30094, -3.28730, 2.87826], [6.59030, 2.75308, 6.35158], [5.36910, -1.31718, 1.80151], [-8.41217, -1.32522, 1.24468], [-6.58794, -1.75453, 7.46103], [3.37005, -5.61635, -3.31640], [5.38495, -2.89165, -4.18082], [-3.74942, 2.54902, 7.73650], [1.20064, -7.04068, -5.20057], [-3.60311, 1.15506, 2.26487], [-3.12747, 0.47934, 0.44204], [4.30326, -5.66802, -0.52769], [0.38354, 2.75898, 0.85747], [-0.19077, -5.63734, -4.12120], [1.65079, 6.15488, 5.02936], [-2.29832, 6.61234, 2.00349], [5.47075, 3.50607, -1.77927], [-4.79709, 5.51497, -1.69349], [-2.14650, 0.97442, -1.64776], [-2.68205, 2.33151, 9.06679], [-2.90554, 6.61430, 4.98739], [-8.41069, 0.66949, 2.96997], [-1.37675, 6.89544, 4.20102], [-6.68164, -0.69515, 0.95010], [1.65628, -1.92486, 0.55601], [-1.25325, 1.20699, -4.03504], [-1.26039, -4.08096, -7.92201], [-4.18844, -5.14836, 2.14302], [-0.64916, -1.29000, 6.79143], [-3.72625, 5.87281, 2.73584], [0.54258, -1.61976, 2.79657], [-6.78267, 1.10475, 2.40984], [-2.99028, -0.44621, -2.11446], [1.06400, 0.69399, 7.40120], [1.67218, 3.96013, -0.41463], [5.20702, 0.70609, 7.19771], [0.10436, -0.54322, -11.36439]], "molar_mass_g_mol": 1695.57, "e_tot_ev": -202062.897, "lumo_energy_ha": 0.0092, "homo_energy_ev": -9.82}

Record 2
{"formula": "C19H41CrF3N5O7", "method": "ωB97M-V/def2-TZVPD", "elements": ["Cr", "F", "F", "F", "O", "O", "O", "O", "O", "O", "O", "N", "N", "N", "N", "N", "C", "C", "C", "C", "C", "C", "C", "C", "C", "C", "C", "C", "C", "C", "C", "C", "C", "C", "C", "H", "H", "H", "H", "H", "H", "H", "H", "H", "H", "H", "H", "H", "H", "H", "H", "H", "H", "H", "H", "H", "H", "H", "H", "H", "H", "H", "H", "H", "H", "H", "H", "H", "H", "H", "H", "H", "H", "H", "H", "H"], "positions_angstrom": [[-28.06223, -10.09873, 0.62986], [-24.93292, -8.97269, -2.25895], [-22.93777, -9.12976, -1.45121], [-24.18037, -10.90599, -1.64540], [-25.94006, -9.92829, 0.27567], [-28.33549, -11.91388, -0.42863], [-27.56305, -11.50167, 2.26594], [-30.26710, -10.49213, 1.16782], [-28.39272, -8.43107, 1.81578], [-24.66937, -8.02601, 0.59653], [-29.12058, -9.09462, -0.96254], [-26.66745, -11.84394, 4.27805], [-26.94968, -13.60408, -0.37800], [-32.40618, -9.81434, 1.18354], [-29.39189, -7.68156, 3.67658], [-29.99118, -9.54076, -3.01987], [-32.07476, -8.42924, 0.80002], [-31.93890, -12.17005, 1.47849], [-28.99822, -7.37001, -2.61283], [-24.92861, -5.65359, 0.52687], [-27.50893, -12.17461, 3.29196], [-24.95952, -6.93875, -0.28490], [-30.39052, -10.89743, -2.78014], [-29.36316, -8.77800, -2.11789], [-24.18624, -9.60988, -1.31126], [-25.65751, -10.80606, 4.25312], [-26.42577, -14.94173, -0.55576], [-28.19122, -13.15172, -0.46334], [-24.74263, -9.37239, 0.10289], [-31.45509, -10.73094, 1.33963], [-28.85466, -6.08240, 1.96448], [-28.78831, -7.48855, 2.48850], [-29.34601, -14.04460, -0.76133], [-29.47482, -8.93023, 4.40506], [-28.45037, -13.32724, 3.51799], [-29.60629, -7.07541, -3.47246], [-30.07943, -13.54689, -1.39265], [-28.48480, -13.85791, 4.46841], [-27.91840, -5.83285, 1.46382], [-30.40307, -11.06373, -1.69500], [-24.14512, -6.95248, -1.00899], [-32.10554, -12.74381, 0.56627], [-25.76261, -5.68534, 1.22632], [-30.48389, -9.33650, 4.46646], [-25.97387, -6.97328, -0.69382], [-31.13750, -8.45888, 0.25058], [-26.22186, -12.90053, -0.30287], [-26.13723, -15.34011, 0.42264], [-25.46875, -14.94454, -1.07944], [-26.13085, -9.82414, 4.16108], [-28.92515, -5.30175, 2.71884], [-25.04358, -10.89634, 3.35670], [-28.39812, -14.04261, 2.69860], [-25.10758, -10.75480, 5.18643], [-29.62202, -11.65615, -2.97724], [-30.12781, -7.02851, 3.89844], [-29.64082, -6.04675, 1.21077], [-32.92296, -12.18664, 1.95532], [-27.11065, -15.58376, -1.09998], [-26.54546, -12.58887, 4.94850], [-28.89371, -9.70359, 3.89903], [-29.14081, -15.07561, -1.02217], [-23.94823, -5.52519, 0.97920], [-23.95272, -9.75891, 0.76378], [-30.19119, -9.09325, -3.89648], [-31.22532, -12.72838, 2.07969], [-29.44440, -12.87143, 3.46587], [-29.92728, -14.06250, 0.17204], [-31.32150, -11.22396, -3.23145], [-29.02064, -8.79132, 5.38535], [-31.97368, -7.88433, 1.74356], [-33.37637, -10.05865, 1.09328], [-25.15929, -4.83422, -0.15753], [-27.95799, -7.23006, -2.89534], [-29.27773, -6.66340, -1.83191], [-32.94411, -7.99741, 0.31276]], "spin_multiplicity": 5, "total_charge": 1, "molar_mass_g_mol": 560.56, "e_tot_ev": -78723.169, "lumo_energy_ha": [-0.0716, -0.0716], "homo_energy_ev": [-9.53, -10.10]}